Record 1
The following is a DFT calculation (wB97M-V/def2-TZVPD) of the molecule C6H8.

XYZ file:
```
14
Properties=species:S:1:pos:R:3:forces:R:3
C -0.37321 -2.39461 -1.26779 -0.001 -0.145 -0.109
C -0.70709 -1.46789 -0.18846 -0.011 0.532 0.171
C -0.78541 -0.41296 0.39093 0.168 -0.393 -0.458
C -0.57953 1.00518 0.58113 -0.152 0.039 -0.031
C 0.44761 1.58862 1.51307 0.038 0.028 0.211
C 0.77927 1.43252 0.06351 0.121 0.120 -0.181
H -0.94600 -2.09783 -2.15342 0.057 -0.199 0.092
H -0.55397 -3.45066 -1.06609 -0.009 0.081 0.062
H 0.68845 -2.24973 -1.50625 -0.179 -0.200 0.013
H -1.43449 1.62839 0.33223 0.176 -0.017 0.093
H 0.25044 2.59350 1.87348 0.005 -0.182 0.014
H 0.93583 0.92993 2.22354 -0.085 0.076 -0.105
H 0.84232 2.28892 -0.59803 -0.006 0.037 0.218
H 1.43577 0.60663 -0.19785 -0.122 0.223 0.011
```
Positions in Å, forces in eV/Å.

Output
energy relative to the best compared isomer or geometry (same formula, charge and spin) = 201.2 kJ/mol
E_HOMO = -0.325 Ha
charge = 0
frontier orbital gap = 9.9503 eV
LUMO level = 1.11 eV
SMILES = CC#CC1CC1



Record 2
The following is a DFT calculation (wB97M-V/def2-TZVPD) of a cluster of 2 separate species, C2O4S in total.

XYZ file:
```
7
Properties=species:S:1:pos:R:3:forces:R:3
C 1.79057 -0.28402 -1.06130 1.418 1.650 0.416
C -1.39841 0.12774 1.35546 -0.813 1.839 -1.427
O 2.89419 -0.06993 -0.78779 -0.667 -0.545 0.232
O -0.55842 -0.51902 0.88308 -0.045 -0.559 1.198
O -2.22934 0.91129 1.61438 0.806 -1.302 0.544
O -0.75842 0.37864 -1.74564 0.553 0.335 0.542
S 0.39919 -0.55172 -1.83694 -1.253 -1.418 -1.506
```
Positions in Å, forces in eV/Å.

Output
energy relative to the best compared isomer or geometry (same formula, charge and spin) = 22.6 kJ/mol
E_HOMO = -0.345 Ha
charge = 0
frontier orbital gap = 8.1082 eV
LUMO level = -1.28 eV



Record 3
The following is a DFT calculation (wB97M-V/def2-TZVPD) of a cluster of 3 separate species, C25H52BIN2O2 in total.

XYZ file:
```
83
Properties=species:S:1:pos:R:3:forces:R:3
C 5.35277 -6.14313 3.25609 -0.501 -0.303 -0.363
C 4.32563 -5.87541 2.13665 0.383 0.142 0.153
C 3.58166 -4.55172 2.30278 -0.157 -0.509 0.524
C 2.33819 -4.61200 3.19693 -0.285 0.395 -0.463
C 1.03635 -4.87235 2.41694 0.834 -0.122 0.535
C 0.89347 -6.33831 1.98974 -0.483 0.580 0.052
C -0.53968 -6.87286 2.09121 -0.192 -0.292 0.178
B -1.08100 -6.85271 3.54817 -0.167 0.267 -0.401
I -2.75295 -5.57055 3.99203 0.284 -0.338 0.158
H 6.29982 -6.43574 2.82185 0.330 0.031 0.081
H 5.48250 -5.27603 3.88931 0.190 0.221 0.140
H 5.02153 -6.96688 3.87875 0.012 -0.100 0.258
H 3.65270 -6.72083 2.09631 -0.351 -0.108 -0.156
H 4.84020 -5.85844 1.18342 0.169 -0.010 -0.253
H 4.27473 -3.85912 2.76538 0.271 0.333 -0.126
H 3.30049 -4.15352 1.33524 -0.094 0.187 -0.252
H 2.22770 -3.63956 3.67146 -0.012 0.138 0.188
H 2.45870 -5.34096 3.99445 0.087 -0.180 0.192
H 1.07493 -4.20116 1.56870 -0.390 0.097 -0.344
H 0.21183 -4.55235 3.04791 -0.287 -0.049 0.022
H 1.51880 -6.94139 2.63222 0.291 -0.310 0.096
H 1.22698 -6.43723 0.96572 0.271 -0.250 -0.237
H -1.21281 -6.39926 1.38805 -0.049 0.319 -0.188
H -0.50737 -7.93048 1.81746 -0.016 -0.246 -0.090
H -0.58497 -7.53088 4.38592 -0.161 0.156 0.263
C -1.77272 -0.07145 -1.88931 0.136 -0.020 -0.152
C -1.00470 -0.66595 -0.68338 -1.036 0.436 -0.545
C -0.25036 0.43775 0.05871 0.412 0.098 0.166
C 1.00885 0.91724 -0.65952 -0.017 0.021 -0.058
C 1.91284 -0.25609 -1.03074 -0.120 0.221 0.345
C 1.18092 -1.32624 -1.84010 0.252 0.092 -1.138
N -0.06572 -1.74123 -1.12974 0.837 0.268 1.420
O 0.20137 -2.55961 -0.16749 -0.247 -0.258 -0.382
C 0.86975 -0.79886 -3.25192 -0.164 0.075 0.006
C 2.08298 -2.53970 -2.03028 0.011 -0.245 0.234
C -2.04776 -1.26833 0.25143 0.068 -0.272 0.211
H -1.86512 -0.79901 -2.69578 0.014 -0.028 0.022
H -2.78421 0.20893 -1.59868 0.021 0.003 0.151
H -1.30935 0.83057 -2.28765 0.025 -0.029 0.008
H 0.03169 0.07466 1.05286 -0.019 -0.124 -0.047
H -0.92954 1.27961 0.21230 -0.064 -0.017 -0.038
H 0.74427 1.49718 -1.54760 -0.027 -0.017 0.000
H 1.55431 1.60128 -0.00587 -0.013 0.029 -0.014
H 2.77122 0.09679 -1.60602 0.010 -0.045 -0.070
H 2.31221 -0.70313 -0.11440 -0.080 -0.109 -0.025
H 0.26655 -1.51836 -3.80728 -0.007 -0.017 0.021
H 1.80091 -0.65394 -3.79978 0.075 -0.065 0.075
H 0.35320 0.15668 -3.26241 -0.017 -0.037 0.041
H 2.44716 -2.93415 -1.08339 -0.098 0.005 0.012
H 2.94865 -2.25361 -2.62672 -0.014 0.086 -0.052
H 1.55631 -3.33806 -2.55513 -0.019 -0.001 0.017
H -2.57463 -2.09614 -0.22582 0.013 0.005 -0.019
H -2.77690 -0.50104 0.50948 -0.005 0.085 -0.077
H -1.60985 -1.63144 1.17919 0.055 -0.071 -0.084
C -4.09165 6.00259 -1.28737 0.098 0.101 -0.078
C -3.06704 4.97966 -0.73986 -1.142 0.387 -0.200
C -2.57876 5.40229 0.64820 0.387 0.095 0.178
C -1.58465 6.56344 0.63076 -0.023 -0.050 -0.073
C -0.43532 6.28081 -0.33525 -0.124 -0.087 0.388
C -0.91673 5.93591 -1.74396 0.099 0.929 -0.716
N -1.91695 4.82914 -1.68282 0.849 -0.613 1.307
O -1.33487 3.68708 -1.52960 -0.177 -0.022 -0.480
C -1.50405 7.18541 -2.42380 -0.181 -0.011 0.038
C 0.26461 5.50245 -2.60338 0.108 -0.320 0.003
C -3.79621 3.64559 -0.62151 0.150 -0.305 -0.034
H -4.05833 6.05136 -2.37532 0.025 -0.017 -0.002
H -5.10565 5.71359 -1.01513 0.037 -0.101 0.106
H -3.94146 7.00759 -0.89438 0.056 -0.011 -0.041
H -2.10346 4.54495 1.13560 0.010 -0.045 -0.102
H -3.44699 5.66564 1.25585 -0.067 -0.047 -0.031
H -2.08702 7.49822 0.36798 -0.003 -0.015 -0.044
H -1.18512 6.70851 1.63616 -0.019 0.021 0.006
H 0.22912 7.14509 -0.39146 0.023 0.016 -0.075
H 0.16116 5.45025 0.05547 -0.045 -0.068 -0.088
H -1.93453 6.93006 -3.39293 0.000 -0.026 0.002
H -0.71106 7.91304 -2.59502 0.097 -0.075 0.018
H -2.26564 7.69161 -1.83740 0.000 -0.053 0.000
H 0.81838 4.67918 -2.15640 -0.092 -0.032 -0.001
H 0.95044 6.34076 -2.72003 -0.044 0.089 0.019
H -0.06831 5.19420 -3.59540 -0.017 -0.015 0.009
H -4.11520 3.28198 -1.59961 0.012 0.021 -0.010
H -4.68059 3.77798 0.00028 -0.036 0.104 0.004
H -3.17935 2.87898 -0.15590 0.063 0.031 -0.096
```
Positions in Å, forces in eV/Å.

Output
E_HOMO (spin up / spin down) = -0.301 / -0.338 Ha
charge = 0
frontier orbital gap (spin up / spin down) = 8.6423 / 9.3821 eV
LUMO level (spin up / spin down) = 0.44 / 0.19 eV
2S+1 = 3



Record 4
The following is a DFT calculation (wB97M-V/def2-TZVPD) of a structure of composition C7H13NP.

XYZ file:
```
22
Properties=species:S:1:pos:R:3:forces:R:3
C -1.38297 -2.62189 -1.20178 0.106 0.003 0.106
C -0.34727 2.91545 0.55024 0.060 -0.084 0.065
C 0.50316 1.89307 0.61517 0.074 0.183 -0.091
C 0.44132 -1.26325 -0.62941 5.089 1.959 2.113
C -1.08866 3.48097 1.70477 -0.080 -0.058 0.066
C 0.60122 -3.63050 -0.37810 0.588 -1.079 0.245
C 1.24772 1.35831 -0.58147 -0.134 -0.154 0.011
N -0.18361 -2.47123 -0.75576 -1.677 -1.076 -0.475
P -0.03446 0.23288 -1.26953 0.484 -0.711 0.272
H -1.80895 -3.60408 -1.30444 0.096 -0.202 0.022
H -1.96984 -1.76095 -1.48233 0.033 0.150 0.056
H -0.52084 3.40699 -0.40006 0.078 0.012 -0.182
H 0.67387 1.37854 1.55014 -0.038 -0.049 0.155
H 1.66156 -1.43110 0.05162 -4.156 0.696 -2.285
H -0.88893 4.54829 1.78606 -0.017 0.069 0.055
H -2.16154 3.36656 1.54473 -0.064 0.050 0.068
H -0.81431 2.99568 2.63916 -0.023 0.000 0.031
H 0.02060 -4.54456 -0.48173 -0.077 0.135 -0.038
H 0.93073 -3.53545 0.65710 -0.114 0.132 -0.087
H 1.48365 -3.69874 -1.01635 -0.108 0.140 0.012
H 2.16076 0.83170 -0.30525 -0.051 0.033 -0.080
H 1.47678 2.15334 -1.29277 -0.068 -0.150 -0.039
```
Positions in Å, forces in eV/Å.

Output
energy relative to the best compared isomer or geometry (same formula, charge and spin) = 98.2 kJ/mol
E_HOMO (spin up / spin down) = -0.456 / -0.456 Ha
charge = +1
frontier orbital gap (spin up / spin down) = 7.1052 / 7.1059 eV
LUMO level (spin up / spin down) = -5.31 / -5.31 eV



Number 1: largest force on an atom 0.012 Eh/bohr. Number 2: largest force on an atom 0.048 Eh/bohr. Number 3: largest force on an atom 0.033 Eh/bohr. Number 4: largest force on an atom 0.114 Eh/bohr.